i:
Formula: C20H25NO4
Source: the OMol25 dataset
Level of theory: the ωB97M-V functional and the def2-TZVPD basis

Last column: Löwdin charge in e.
Positions of all 50 atoms, in Å:
O  2.0260  -1.4430  3.3396  -0.015
C  2.2886  -2.1052  2.1279  -0.339
C  1.1170  -1.8926  1.1564  -0.157
O  1.0324  -0.5040  0.9158  -0.057
C  -0.0045  -0.0317  0.1576  -0.264
C  -0.9696  -0.8163  -0.4518  -0.015
C  -1.9895  -0.2311  -1.1905  -0.015
C  -2.0578  1.1471  -1.3301  -0.269
O  -3.0180  1.8250  -2.0182  -0.047
C  -4.0661  1.0941  -2.6164  -0.159
C  -5.0588  2.0520  -3.2221  -0.195
C  -5.2969  3.2854  -2.6314  -0.031
C  -6.2267  4.1527  -3.1766  -0.080
C  -6.9338  3.7919  -4.3107  -0.095
C  -6.7030  2.5614  -4.9016  -0.087
C  -5.7671  1.6968  -4.3623  -0.046
C  -1.0747  1.9342  -0.7243  0.005
C  -0.0658  1.3551  0.0072  0.003
C  3.6094  -1.6436  1.4671  -0.140
N  4.8370  -1.9257  2.1733  -0.166
C  5.1170  -3.3334  2.3839  -0.170
C  6.5681  -3.4651  2.8524  -0.200
O  6.7873  -2.7495  4.0442  -0.132
C  6.4709  -1.3875  3.8694  -0.197
C  5.0201  -1.2021  3.4205  -0.167
H  1.8275  -0.5226  3.1242  0.101
H  2.3474  -3.1696  2.3766  0.146
H  1.2889  -2.4440  0.2231  0.136
H  0.1915  -2.2543  1.6247  0.138
H  -0.9494  -1.8913  -0.3670  0.105
H  -2.7214  -0.8765  -1.6500  0.105
H  -3.6720  0.4221  -3.3924  0.134
H  -4.5782  0.4794  -1.8574  0.142
H  -4.7411  3.5619  -1.7490  0.114
H  -6.4018  5.1122  -2.7126  0.102
H  -7.6617  4.4680  -4.7345  0.100
H  -7.2500  2.2752  -5.7879  0.101
H  -5.5861  0.7388  -4.8292  0.111
H  -1.1288  3.0045  -0.8432  0.120
H  0.6929  1.9605  0.4774  0.119
H  3.5558  -0.5621  1.3140  0.129
H  3.6818  -2.1240  0.4867  0.129
H  4.9837  -3.8702  1.4421  0.127
H  4.4607  -3.7790  3.1502  0.127
H  6.8131  -4.5062  3.0704  0.124
H  7.2351  -3.0875  2.0624  0.126
H  6.6423  -0.9081  4.8347  0.124
H  7.1402  -0.9462  3.1151  0.125
H  4.8254  -0.1420  3.2473  0.127
H  4.3472  -1.5664  4.2114  0.123

The frontier orbital gap comes out at 8.9 eV. Its HOMO energy is -0.3008 hartree. As for the SMILES: O[C@@H](COc1ccc(OCc2ccccc2)cc1)CN1CCOCC1. The charge is 0.

ii:
Formula: C20H25NO4
Source: the OMol25 dataset
Level of theory: the ωB97M-V functional and the def2-TZVPD basis

Last column: Löwdin charge in e.
Positions of all 50 atoms, in Å:
C  -0.1750  -7.0879  1.0027  -0.081
O  0.1778  -5.9710  1.7851  -0.073
C  0.3175  -4.7309  1.2288  -0.201
C  0.8966  -3.7916  2.0772  0.002
C  1.1027  -2.4842  1.6864  -0.042
C  0.7400  -2.0760  0.4125  -0.240
C  0.9133  -0.6502  -0.0201  -0.097
C  -0.2818  0.2105  0.4492  -0.286
N  -1.4627  -0.2670  -0.2528  -0.017
C  -2.5688  0.6631  -0.2395  -0.218
C  -2.1670  1.8500  -1.1103  -0.133
C  -0.9058  2.4513  -0.5629  -0.173
C  -0.6175  3.7930  -0.7743  0.029
C  0.5164  4.4034  -0.2595  -0.183
O  0.8266  5.7252  -0.4863  -0.117
C  -0.0502  6.4989  -1.2633  -0.086
C  1.3818  3.6333  0.5380  -0.188
O  2.5294  4.0418  1.1570  -0.071
C  2.8820  5.4043  1.2176  -0.080
C  1.0819  2.2924  0.7401  0.052
C  -0.0303  1.6763  0.1858  -0.130
C  0.1579  -3.0048  -0.4399  0.013
C  -0.0693  -4.3213  -0.0600  -0.180
O  -0.6686  -5.2422  -0.8895  -0.117
C  -1.0340  -4.8435  -2.1858  -0.083
H  -0.0877  -7.9429  1.6737  0.092
H  0.5041  -7.2197  0.1574  0.096
H  -1.2003  -7.0191  0.6330  0.091
H  1.1807  -4.1279  3.0618  0.120
H  1.5543  -1.7840  2.3729  0.114
H  1.8339  -0.2466  0.3989  0.110
H  0.9621  -0.5832  -1.1069  0.128
H  -0.3820  0.0865  1.5465  0.157
H  -1.7297  -1.1700  0.1238  0.114
H  -3.4480  0.1649  -0.6554  0.116
H  -2.8200  1.0204  0.7757  0.126
H  -1.9921  1.4901  -2.1277  0.122
H  -2.9638  2.5952  -1.1426  0.115
H  -1.3128  4.3678  -1.3659  0.108
H  -1.0425  6.5708  -0.8054  0.097
H  0.3979  7.4910  -1.3037  0.095
H  -0.1457  6.1050  -2.2806  0.097
H  3.7706  5.4389  1.8484  0.092
H  2.0916  6.0066  1.6715  0.096
H  3.1201  5.8076  0.2313  0.091
H  1.7628  1.7391  1.3678  0.128
H  -0.1313  -2.6718  -1.4234  0.107
H  -0.1659  -4.5228  -2.7710  0.098
H  -1.4708  -5.7284  -2.6475  0.095
H  -1.7784  -4.0407  -2.1689  0.096

The frontier orbital gap comes out at 8.6 eV. Its HOMO energy is -0.2850 hartree. As for the SMILES: COc1ccc(C[C@@H]2NCCc3cc(OC)c(OC)cc32)cc1OC. The charge is 0.

iii:
Formula: C20H25NO4
Source: the OMol25 dataset
Level of theory: the ωB97M-V functional and the def2-TZVPD basis

Last column: Löwdin charge in e.
Positions of all 50 atoms, in Å:
O  -0.8328  2.7786  3.9754  -0.025
C  -0.7667  1.8085  2.9543  -0.335
C  -1.5580  2.2965  1.7198  -0.142
O  -1.8705  1.2495  0.8344  -0.038
C  -1.0571  0.9318  -0.2208  -0.282
C  -1.3371  -0.2870  -0.8343  0.008
C  -0.6217  -0.7221  -1.9324  -0.002
C  0.4057  0.0615  -2.4468  -0.275
O  1.1900  -0.2638  -3.5164  -0.053
C  0.9913  -1.5103  -4.1445  -0.153
C  -0.3264  -1.6404  -4.8713  -0.226
C  -0.9740  -0.5160  -5.3636  -0.028
C  -2.1764  -0.6414  -6.0363  -0.075
C  -2.7371  -1.8918  -6.2309  -0.092
C  -2.0916  -3.0179  -5.7483  -0.085
C  -0.8936  -2.8930  -5.0685  -0.050
C  0.6835  1.2829  -1.8394  0.005
C  -0.0348  1.7179  -0.7433  -0.026
C  0.6845  1.4312  2.5870  -0.134
N  1.4098  0.6116  3.5307  -0.164
C  0.9135  -0.7456  3.6624  -0.164
C  1.9410  -1.5544  4.4565  -0.199
O  2.1564  -0.9957  5.7305  -0.132
C  2.5978  0.3371  5.6180  -0.198
C  1.5949  1.1978  4.8474  -0.167
H  -0.3407  3.5600  3.6972  0.099
H  -1.2857  0.9326  3.3556  0.149
H  -2.5219  2.6783  2.0737  0.137
H  -1.0245  3.1169  1.2273  0.120
H  -2.1377  -0.8877  -0.4330  0.121
H  -0.8821  -1.6670  -2.3813  0.110
H  1.8122  -1.5791  -4.8685  0.140
H  1.1075  -2.3294  -3.4204  0.133
H  -0.5332  0.4581  -5.2111  0.121
H  -2.6754  0.2401  -6.4107  0.103
H  -3.6753  -1.9898  -6.7565  0.100
H  -2.5247  -3.9961  -5.8972  0.102
H  -0.3934  -3.7725  -4.6871  0.113
H  1.4785  1.8890  -2.2444  0.120
H  0.2206  2.6729  -0.3115  0.106
H  1.2604  2.3547  2.4465  0.135
H  0.6751  0.8869  1.6395  0.114
H  0.7904  -1.1779  2.6671  0.129
H  -0.0519  -0.7888  4.1942  0.126
H  1.5874  -2.5732  4.6240  0.124
H  2.8876  -1.5805  3.8956  0.126
H  2.7209  0.7057  6.6377  0.124
H  3.5674  0.3631  5.0974  0.125
H  1.9959  2.2070  4.7330  0.126
H  0.6522  1.2514  5.4134  0.126

The frontier orbital gap comes out at 8.7 eV. Its HOMO energy is -0.2937 hartree. As for the SMILES: O[C@@H](COc1ccc(OCc2ccccc2)cc1)CN1CCOCC1. The charge is 0.

Which is most stable, and by how much? i, by 0.0055 hartree.

i:
Formula: C4H13N2O2
Source: the OMol25 dataset
Level of theory: the ωB97M-V functional and the def2-TZVPD basis

Last column: Löwdin charge in e.
Positions of all 21 atoms, in Å:
C  -0.2367  1.0690  1.4684  -0.353
O  -1.1153  0.5476  2.4279  -0.326
C  0.2828  0.0295  0.4016  -0.392
C  0.2335  0.7143  -0.9506  -0.201
C  1.0526  0.0955  -2.0559  -0.274
N  0.3059  0.1983  -3.3425  -0.025
N  -0.5064  -1.2168  0.3258  0.017
H  0.6924  1.3229  2.0066  0.091
H  -0.8017  1.9047  1.0388  0.087
H  1.1932  -0.3978  0.8255  0.128
H  -0.8218  0.8317  -1.2180  0.112
H  0.4593  1.7789  -0.8161  0.103
H  1.9799  0.6267  -2.2638  0.097
H  1.3567  -0.9240  -1.9065  0.091
H  -0.4364  -0.4635  -3.3462  0.041
H  0.8893  -0.0471  -4.1098  0.030
H  -0.7720  -1.4880  1.2817  0.029
H  -1.4724  -1.0277  0.0431  0.062
H  -1.1844  -1.3158  3.9943  -0.027
H  -0.5486  -0.6117  2.8526  -0.024
O  -0.5500  -1.6267  3.3431  -0.269

The frontier orbital gap comes out at 7.2 eV. Its HOMO energy is -0.1317 hartree. The charge is -1.

ii:
Formula: C4H13N2O2
Source: the OMol25 dataset
Level of theory: the ωB97M-V functional and the def2-TZVPD basis

Last column: Löwdin charge in e.
Positions of all 21 atoms, in Å:
C  -0.4422  1.2299  -0.9571  -0.257
N  -1.5865  0.4638  -0.3887  -0.085
C  -1.5049  -1.1414  0.0448  -0.516
O  -0.6063  -1.8213  -0.5941  -0.292
C  0.7868  1.5245  -0.0235  -0.464
C  1.7521  2.4113  -0.8260  -0.102
N  1.5113  0.3398  0.3625  0.033
H  -0.9441  2.1678  -1.1641  0.085
H  -0.0796  0.8272  -1.9303  0.101
H  -2.2999  0.5376  -1.1118  0.040
H  -2.4828  -1.4952  -0.3032  0.068
H  -1.3784  -0.9217  1.1521  0.068
H  0.4238  1.9799  0.9086  0.128
H  1.8689  1.8608  -1.7919  0.071
H  1.3972  3.3827  -1.1615  0.059
H  2.7489  2.4227  -0.3702  0.063
H  0.9625  -0.2633  0.9325  0.037
H  1.7746  -0.1321  -0.4900  0.067
H  -0.8926  -2.5166  2.0125  -0.005
H  0.4278  -2.6119  1.3908  0.007
O  -0.0112  -2.8589  2.2177  -0.106

The frontier orbital gap comes out at 7.1 eV. Its HOMO energy is -0.1162 hartree. The charge is -1.

Which is most stable, and by how much? i, by 0.0043 hartree.